Formula: C3H11NO2
Source: OMol25
Level of theory: wB97M-V/def2-TZVPD

E: -326.0632 Ha
2S+1: 1
SMILES: C=CCN.O.O

Element x y z (Å)
C 0.47096 0.23328 2.37084
C 0.05187 0.97267 1.33156
C -0.46913 0.32752 0.03067
N 0.60562 0.29437 -0.98945
H 0.24028 0.52754 3.38873
H 1.02431 -0.69595 2.27481
H -0.24077 2.01665 1.34355
H -1.25442 0.86472 -0.48885
H -0.79376 -0.67995 0.32979
H 1.52936 0.21193 -0.59757
H 0.56882 1.15943 -1.52112
O 1.96253 -2.58686 0.82495
H 1.57839 -3.43638 1.03885
H 2.65415 -2.50160 1.46832
O -2.55329 1.21313 -2.82461
H -1.85875 0.86560 -3.37736
H -3.28552 0.68595 -3.16507

Cartesian forces (eV/Å) of the 2 atoms listed first:
-0.1117 0.8152 -0.0082
-1.8741 -0.7716 -0.5786

Formula: C4H13NO2
Source: OMol25
Level of theory: wB97M-V/def2-TZVPD

E: -365.4023 Ha
2S+1: 1
SMILES: CC(C)=CN.O.O

Element x y z (Å)
C 1.99239 0.35903 0.14776
C 1.00026 -0.76527 0.23372
C 0.80820 -1.33124 1.62304
C 0.03358 -0.93646 -0.68556
N 0.12844 -0.59210 -2.02802
H 2.72140 0.43038 0.96468
H 2.68159 0.30448 -0.70636
H 1.59181 1.37879 0.16544
H 1.75537 -1.40159 2.13311
H 0.16384 -0.69405 2.24219
H 0.31714 -2.26802 1.61826
H -0.90341 -1.29384 -0.26705
H -0.70175 -0.19796 -2.44886
H 0.92697 -0.00485 -2.22231
O -3.05161 -0.01748 0.63833
H -2.55991 0.70487 0.23157
H -3.12694 0.23192 1.56488
O -1.60152 1.89716 -1.22404
H -1.29935 2.81146 -1.14431
H -0.87652 1.38476 -0.83646

Cartesian forces (eV/Å) of the 2 atoms listed first:
1.8413 0.1602 -0.4550
-0.7574 1.0131 0.6814

Formula: C14H54N12O13
Source: OMol25
Level of theory: wB97M-V/def2-TZVPD

E: -2200.8422 Ha
2S+1: 1

Element x y z (Å)
C -8.47443 -14.93498 7.25182
C -9.83659 -15.58683 7.26935
O -10.82959 -14.63034 7.67098
H -8.00115 -14.86273 8.28701
H -8.48346 -14.01115 6.73648
H -7.77587 -15.57627 6.69229
H -9.91137 -16.31044 8.03316
H -9.98665 -16.01540 6.32253
H -11.57409 -15.13345 7.87161
C -12.08985 -18.42500 6.10770
O -11.16128 -18.48289 7.21671
N -11.80642 -19.03423 4.93441
N -13.11787 -17.66982 6.09551
H -11.22746 -19.93346 5.03806
H -12.39547 -18.95247 4.05715
H -13.24012 -17.07388 6.94773
H -13.60394 -17.37744 5.30528
C -3.87732 -17.95185 11.21834
O -4.89183 -18.34662 10.31568
N -3.92884 -16.80263 11.86705
N -2.77961 -18.60139 11.47232
H -4.82619 -16.37299 11.89370
H -3.29342 -16.66313 12.68037
H -2.45852 -19.38490 10.97409
H -2.18543 -18.19910 12.24165
C -11.00129 -16.29380 10.80612
O -11.14713 -17.66357 10.35435
N -11.94880 -15.58063 11.38817
N -9.84057 -15.74008 10.69586
H -12.77794 -15.99388 11.73775
H -11.79023 -14.61103 11.66842
H -9.04074 -16.15328 10.23862
H -9.63676 -14.80447 11.07305
C -6.75326 -22.33764 8.45437
O -7.61795 -23.35257 8.83880
N -7.06886 -21.12652 8.12531
N -5.50404 -22.55351 8.33531
H -8.00087 -20.80574 8.25157
H -6.35397 -20.46707 7.86965
H -5.06760 -23.41588 8.60414
H -4.82372 -21.84850 8.09079
C -4.31541 -19.97786 6.98655
O -4.27642 -20.26764 5.65807
N -5.14451 -19.15344 7.53797
N -3.50525 -20.70303 7.79943
H -5.78111 -18.61093 6.98991
H -5.13865 -18.90131 8.54541
H -2.93309 -21.45299 7.37125
H -3.33003 -20.53138 8.82877
C -6.78769 -15.67608 12.90071
O -5.84133 -15.93597 13.92658
N -7.87948 -16.40219 12.80341
N -6.50152 -14.80964 12.04288
H -8.10807 -17.15373 13.43769
H -8.55600 -16.20776 12.03623
H -5.72293 -14.20971 12.20096
H -7.25703 -14.46070 11.44231
C -7.41219 -20.99807 11.65454
O -5.97431 -21.06268 11.28700
H -7.89432 -20.67549 10.79408
H -7.62181 -20.25738 12.43591
H -7.52653 -22.04037 11.91649
H -5.94666 -21.18940 10.39453
C -10.41470 -21.29961 9.04518
O -9.70699 -20.54416 8.16019
H -9.74308 -21.60976 9.92528
H -10.83226 -22.16080 8.59629
H -11.16918 -20.71580 9.54393
H -10.27402 -19.87831 7.76412
C -11.45711 -20.50173 12.34642
O -10.31843 -19.64641 12.15515
H -11.57261 -20.45362 13.45111
H -11.33194 -21.57604 12.07859
H -12.35472 -20.15338 11.88835
H -10.46430 -18.97487 11.44412
C -8.09815 -18.14201 9.61871
O -7.45613 -16.93143 9.97293
H -7.34725 -18.82786 9.28669
H -8.93943 -18.01742 8.86795
H -8.48875 -18.56188 10.48884
H -6.88414 -16.99504 10.71439
C -7.74776 -18.34020 5.80545
O -6.51103 -18.02941 5.22465
H -8.41870 -17.51206 5.56395
H -7.59523 -18.45305 6.84894
H -8.06607 -19.29492 5.44508
H -6.71652 -17.58023 4.41260
C -4.91692 -15.19277 8.52436
O -4.08067 -14.17803 8.10768
H -5.57540 -15.47750 7.72216
H -5.56000 -14.75024 9.32728
H -4.52551 -16.10463 8.91727
H -3.63877 -14.57541 7.35859

Cartesian forces (eV/Å) of the 2 atoms listed first:
1.1311 -1.3497 1.5119
0.6836 1.5960 1.4060

Formula: C8H18OSi
Source: OMol25
Level of theory: wB97M-V/def2-TZVPD

E: -680.1620 Ha
2S+1: 1

Element x y z (Å)
C 0.37909 -1.64853 -0.46877
C -0.37037 -2.93679 -3.42548
C -0.11522 3.93933 0.07512
C 0.99520 0.84699 3.23013
C -0.41831 -2.88000 -0.87632
C 0.29871 -3.40738 -2.10245
C -0.03294 2.45432 -0.27326
C -0.23382 1.62635 2.98596
O 1.48436 -1.52598 -0.06692
Si -1.02987 1.37508 1.11989
H 0.09825 -3.30636 -4.29479
H -1.47260 -3.24865 -3.46518
H -0.27861 -1.92616 -3.51291
H 0.66179 4.46654 -0.45347
H -1.17963 4.18704 -0.03254
H 0.23425 4.09880 1.09762
H 1.48207 1.31580 4.09019
H 0.87589 -0.18416 3.52953
H 1.77638 0.90503 2.31205
H -1.47810 -2.74896 -1.12568
H -0.13685 -3.63874 -0.17309
H 0.21651 -4.50909 -2.26714
H 1.35136 -3.14910 -2.15741
H 0.96137 2.10868 -0.44538
H -0.53479 2.13893 -1.22322
H 0.03010 2.68119 3.02033
H -1.03563 1.50910 3.85828
H -2.52857 1.45672 1.04493

Cartesian forces (eV/Å) of the 2 atoms listed first:
-0.5722 1.0613 0.4637
-1.6407 -1.9739 1.4144